{"formula": "C6H6", "method": "ωB97M-V/def2-TZVPD", "species": ["C", "C", "C", "C", "C", "C", "H", "H", "H", "H", "H", "H"], "coordinates": [[2.6972, 0.2298, 0.0662], [1.9783, -0.8516, 0.2735], [0.9235, -1.5841, 0.3878], [-0.2514, -1.0564, 0.2190], [-0.9711, -0.0020, -0.0462], [-2.3739, 0.4558, -0.2212], [3.0115, 0.5004, -0.9374], [2.9419, 0.8986, 0.8858], [-0.1899, 0.7740, -0.1738], [-2.5786, 1.2463, 0.5106], [-3.1148, -0.3368, -0.1115], [-2.4703, 0.9077, -1.2154]], "homo_ev": -8.7, "relative_energy_kj_mol": 537.8, "smiles": "C=C=C=C=CC", "molar_mass_g_mol": 78.1, "e_tot_ha": -232.02149, "gap_ev": 8.702}

---

{"formula": "C5H13N2", "method": "ωB97M-V/def2-TZVPD", "species": ["C", "C", "N", "C", "C", "C", "N", "H", "H", "H", "H", "H", "H", "H", "H", "H", "H", "H", "H", "H"], "coordinates": [[0.0102, 2.3390, 0.4014], [-0.1527, 1.1735, -0.2129], [-0.9946, 1.0240, -1.3947], [0.9841, 0.1771, -0.2767], [0.5751, -1.2537, 0.1174], [0.8090, -1.5784, 1.5745], [-0.8929, -1.4051, -0.2366], [0.8199, 2.3964, 1.1207], [-0.6381, 3.1905, 0.3069], [-0.5948, 1.5314, -2.1691], [-1.9639, 1.2816, -1.2270], [1.3997, 0.2014, -1.2803], [1.7812, 0.4533, 0.4118], [1.0959, -1.9760, -0.5060], [0.7325, -0.7017, 2.2234], [0.1918, -2.4097, 1.9158], [1.8384, -1.9413, 1.6755], [-1.2238, -2.3579, -0.1126], [-1.0399, -0.9772, -1.1618], [-1.4381, -0.8362, 0.4251]], "homo_ev": -13.6, "relative_energy_kj_mol": 168.3, "smiles": "C=C(N)C[C@@H](C)[NH3+]", "molar_mass_g_mol": 101.2, "e_tot_ha": -307.55753, "charge": 1, "gap_ev": 10.394}

---

{"formula": "ClF2Li2", "method": "ωB97M-V/def2-TZVPD", "species": ["Li", "Li", "Cl", "F", "F"], "coordinates": [[-0.4800, -0.8221, 0.0541], [2.5269, 1.9759, -0.8919], [-3.1095, 1.2718, 0.7221], [-0.2702, -3.1320, -1.2381], [1.3328, 0.7064, 1.3537]], "homo_ev": -4.1, "molar_mass_g_mol": 87.3, "e_tot_ha": -675.03598, "charge": -1, "gap_ev": 3.859}